15
Properties=species:S:1:pos:R:3:forces:R:3:lowdin_charge:R:1 method="wB97M-V/def2-TZVPD" homo_ev=-11.17 e_tot_ha=-541.47252 lumo_energy_ev=-0.33 smiles=N#C[C@H](N)c1nnon1.O spin_multiplicity=1 max_force_ev_per_a=1.21 e_above_lowest_kcal_mol=54.4 gap_ev=10.8
N -0.7686 -1.5097 1.6473 0.68 0.65 -0.77 0.18
C -0.0192 -1.0640 0.8891 -0.50 -0.63 0.55 -0.14
C 0.9984 -0.6079 -0.0919 -0.11 -0.33 -0.16 -0.33
N 1.8965 0.3406 0.5140 -0.01 0.25 0.03 0.06
C 0.3205 -0.1330 -1.3583 -0.05 0.26 -0.31 -0.32
N -0.7576 -0.7442 -1.9525 -0.16 -0.20 -0.02 0.10
N -1.0163 -0.1073 -3.0001 -0.14 -0.32 0.20 0.06
O -0.1277 0.9102 -3.1061 0.05 0.30 -0.26 -0.04
N 0.7095 0.8837 -2.0628 0.29 -0.11 0.52 0.13
H 1.5688 -1.5113 -0.3665 -0.14 0.22 0.15 0.16
H 2.7211 0.4757 -0.0629 -0.19 0.07 0.08 0.09
H 1.4249 1.2350 0.6402 0.29 -0.16 -0.01 0.09
O -2.4800 0.8067 3.0631 -0.07 -0.16 0.08 -0.08
H -2.0947 1.1790 2.2641 -0.03 -0.18 0.04 0.01
H -2.3756 -0.1536 2.9834 0.10 0.33 -0.12 0.01

10
Properties=species:S:1:pos:R:3:forces:R:3:lowdin_charge:R:1 method="wB97M-V/def2-TZVPD" homo_ev=-10.32 e_tot_ha=-247.20647 lumo_energy_ev=0.50 spin_multiplicity=1 max_force_ev_per_a=1.22 e_above_lowest_kcal_mol=63.2 gap_ev=10.8
O 0.2858 -0.2674 2.0902 0.28 -0.99 -0.43 -0.04
C 0.0415 0.0634 0.7602 -0.14 0.01 -0.76 -0.15
C -0.1717 -0.7593 -0.9574 0.14 0.18 0.69 -0.07
C -0.3576 0.5892 -1.4585 -0.05 1.00 0.09 -0.34
N -0.4345 1.7464 -1.4175 -0.08 -0.95 -0.76 0.14
H 1.1389 0.1025 2.3736 -0.33 -0.48 -0.39 0.10
H -0.9700 0.4489 0.7254 0.18 0.35 -0.04 0.09
H 0.8415 0.6923 0.3940 -0.30 0.41 0.09 0.08
H -1.0760 -1.3590 -1.1696 0.34 0.25 0.73 0.09
H 0.6568 -1.2498 -1.5000 -0.05 0.23 0.79 0.09

10
Properties=species:S:1:pos:R:3:forces:R:3:lowdin_charge:R:1 method="wB97M-V/def2-TZVPD" homo_ev=-9.91 e_tot_ha=-247.25260 lumo_energy_ev=0.99 smiles="O=C1CNC1" spin_multiplicity=1 max_force_ev_per_a=0.80 e_above_lowest_kcal_mol=34.3 gap_ev=10.9
O 0.1377 2.1277 0.3596 -0.02 -0.72 -0.34 0.10
C 0.0223 0.9993 -0.0340 -0.01 0.48 0.04 -0.37
C -1.0714 -0.0766 0.0737 -0.25 -0.05 0.06 -0.12
N 0.0404 -1.0437 0.3149 0.06 -0.20 0.15 -0.05
C 0.9878 -0.1435 -0.4087 0.30 -0.10 -0.11 -0.12
H -1.8475 -0.0281 0.8427 0.21 0.17 -0.08 0.12
H -1.5280 -0.3007 -0.8998 0.07 0.13 0.22 0.11
H 0.2760 -0.9794 1.3085 -0.08 -0.13 -0.28 0.10
H 2.0312 -0.1660 -0.0764 -0.26 0.23 0.07 0.12
H 0.9517 -0.3892 -1.4806 -0.01 0.19 0.27 0.11

10
Properties=species:S:1:pos:R:3:forces:R:3:lowdin_charge:R:1 method="wB97M-V/def2-TZVPD" homo_ev=-10.80 e_tot_ha=-247.27419 lumo_energy_ev=0.52 smiles=N#CCCO spin_multiplicity=1 max_force_ev_per_a=2.82 e_above_lowest_kcal_mol=20.7 gap_ev=11.3
N -2.6057 -0.9178 -0.1643 -0.58 -0.26 -0.20 0.14
C -1.6873 -0.2503 -0.0353 1.34 0.34 0.28 -0.25
C -0.4696 0.5441 0.2246 0.05 2.22 -1.00 -0.17
C 0.8705 0.0155 -0.4593 -2.78 0.11 0.48 -0.27
O 1.1332 -1.2491 0.0670 1.53 0.06 1.98 -0.08
H -0.6585 1.6252 -0.1799 0.21 -1.83 0.71 0.14
H -0.3657 0.6579 1.3224 0.12 -0.20 -0.56 0.11
H 0.6438 -0.1009 -1.5348 0.53 0.19 0.47 0.13
H 1.6303 0.7531 -0.2291 0.33 0.09 -0.34 0.11
H 1.5090 -1.0776 0.9886 -0.75 -0.71 -1.82 0.13

10
Properties=species:S:1:pos:R:3:forces:R:3:lowdin_charge:R:1 method="wB97M-V/def2-TZVPD" homo_ev=-8.31 e_tot_ha=-247.19828 lumo_energy_ev=0.79 spin_multiplicity=1 max_force_ev_per_a=5.70 e_above_lowest_kcal_mol=68.4 gap_ev=9.1
C -2.1057 0.1516 0.0556 3.31 -0.57 -0.21 -0.16
C 0.5026 0.4458 0.0105 -5.34 -1.80 0.86 -0.34
C 1.6103 -0.4298 -0.1113 2.94 -1.58 1.41 -0.05
N -1.1493 -0.6472 0.3217 0.96 1.01 -0.61 0.01
O 0.1460 1.5477 -0.0559 1.56 1.42 -0.38 0.10
H -3.0968 -0.1734 -0.1397 -0.99 -0.29 0.36 0.04
H -1.7700 1.1696 -0.1640 -0.81 0.48 -0.03 0.04
H 2.0282 -0.5934 0.9218 -0.45 0.74 -0.37 0.11
H 1.3335 -1.5329 -0.2101 0.16 1.71 -1.10 0.12
H 2.5012 0.0620 -0.6286 -1.33 -1.12 0.06 0.12

10
Properties=species:S:1:pos:R:3:forces:R:3:lowdin_charge:R:1 method="wB97M-V/def2-TZVPD" homo_ev=-8.96 e_tot_ha=-247.18145 lumo_energy_ev=0.61 spin_multiplicity=1 max_force_ev_per_a=6.24 e_above_lowest_kcal_mol=78.9 gap_ev=9.6
C -0.7228 -0.7865 -0.0890 -0.81 0.28 -0.61 -0.16
C -0.4912 0.7123 -0.0217 -2.51 1.33 5.56 -0.27
N 0.7123 1.0869 -0.6364 1.70 -1.34 0.84 0.07
C 1.2684 0.0546 -0.1292 3.65 -0.29 -4.50 -0.26
O 0.6592 -1.1787 -0.1466 0.47 1.22 1.67 -0.02
H -1.1693 -1.2099 0.8172 -0.02 0.25 -0.38 0.12
H -1.2671 -1.1003 -0.9765 0.15 -0.34 -0.20 0.12
H -1.1961 1.5192 -0.0980 -1.14 -0.42 -0.24 0.10
H -0.1129 0.7703 1.2281 -2.23 0.34 -2.48 0.16
H 2.3194 0.1321 0.0521 0.75 -1.03 0.34 0.13

10
Properties=species:S:1:pos:R:3:forces:R:3:lowdin_charge:R:1 method="wB97M-V/def2-TZVPD" homo_ev=-9.36 e_tot_ha=-247.18461 lumo_energy_ev=-0.83 spin_multiplicity=1 max_force_ev_per_a=0.39 e_above_lowest_kcal_mol=76.9 gap_ev=8.5
O 2.0422 0.2428 0.2076 -0.36 -0.07 -0.14 0.05
C 0.9100 -0.0240 -0.1390 0.16 0.01 -0.12 -0.57
C -0.2964 0.7412 0.4434 -0.03 -0.14 0.19 -0.24
C -1.4893 -0.1051 0.5631 0.17 0.24 0.17 0.16
N 0.5643 -0.9688 -1.0474 0.11 -0.05 0.08 0.15
H 0.0479 1.3538 1.2859 -0.07 -0.14 -0.08 0.11
H -0.6115 1.4365 -0.3646 -0.04 -0.10 0.07 0.15
H -2.0382 0.1822 1.4794 -0.03 0.12 -0.19 0.01
H -0.4083 -1.2506 -1.0712 0.16 0.02 0.02 0.06
H 1.2793 -1.6081 -1.3573 -0.05 0.11 -0.01 0.11

10
Properties=species:S:1:pos:R:3:forces:R:3:lowdin_charge:R:1 method="wB97M-V/def2-TZVPD" homo_ev=-10.70 e_tot_ha=-247.26368 lumo_energy_ev=0.79 smiles=COCC#N spin_multiplicity=1 max_force_ev_per_a=1.23 e_above_lowest_kcal_mol=27.3 gap_ev=11.5
C -0.9411 0.9151 0.2308 -0.05 0.21 0.10 -0.10
O -0.8411 -0.1805 -0.6703 0.09 -0.03 0.06 -0.18
C 0.4409 -0.7357 -0.8168 0.13 -0.08 -0.04 -0.21
C 1.2495 -0.7611 0.4237 0.74 0.02 0.79 -0.20
N 1.9448 -0.7569 1.3487 -0.81 -0.03 -0.92 0.15
H -1.9341 1.3505 0.0878 0.19 -0.16 -0.01 0.09
H -0.1902 1.6995 0.0388 -0.12 -0.29 -0.02 0.10
H -0.8500 0.5696 1.2702 0.05 0.12 -0.20 0.09
H 1.0407 -0.2103 -1.5791 -0.18 0.02 0.20 0.13
H 0.3206 -1.7720 -1.1538 -0.05 0.22 0.03 0.13

10
Properties=species:S:1:pos:R:3:forces:R:3:lowdin_charge:R:1 method="wB97M-V/def2-TZVPD" homo_ev=-9.03 e_tot_ha=-247.26229 lumo_energy_ev=0.86 smiles="C=CNC=O" spin_multiplicity=1 max_force_ev_per_a=3.30 e_above_lowest_kcal_mol=28.2 gap_ev=9.9
C 2.2781 -0.1494 0.0549 -2.99 -1.26 -0.25 0.00
C 0.9218 -0.2710 -0.0765 0.70 -0.71 0.37 -0.21
N -0.0823 0.7551 -0.1071 1.00 2.10 1.57 -0.01
C -1.4313 0.3833 0.0327 -0.18 -1.05 -0.07 -0.33
O -1.7458 -0.8081 0.0242 -0.15 2.44 -0.08 -0.01
H 2.7781 -1.1426 0.2728 -0.04 1.87 -0.67 0.07
H 2.6457 0.8451 -0.1126 1.05 0.04 0.52 0.04
H 0.4928 -1.2864 -0.1545 0.05 0.83 0.34 0.11
H 0.2143 1.7069 0.3772 -0.98 -2.67 -1.68 0.19
H -2.1998 1.2784 0.1067 1.53 -1.60 -0.05 0.15

10
Properties=species:S:1:pos:R:3:forces:R:3:lowdin_charge:R:1 method="wB97M-V/def2-TZVPD" homo_ev="-8.89 / -8.38" e_tot_ha=-247.08834 lumo_energy_ev="0.08 / 0.14" spin_multiplicity=1 max_force_ev_per_a=3.06 e_above_lowest_kcal_mol=137.4 gap_ev="9.0 / 8.5"
C -0.0320 1.1238 0.4144 -1.67 -1.71 0.12 -0.29
C -0.2421 -0.2528 0.9792 -0.57 -0.30 1.14 -0.04
C -0.6805 -1.4178 0.5911 0.29 -0.07 0.06 -0.04
O 0.8199 0.1864 -1.5162 -0.57 0.63 0.88 -0.05
N 1.0585 1.0071 -0.4128 2.23 0.38 -2.06 -0.03
H 1.6621 0.1987 -1.9858 0.02 0.03 0.16 0.10
H 0.1302 1.9051 1.1524 -0.10 -0.05 -0.09 0.11
H -1.0137 1.1561 -0.0963 0.30 0.94 -0.18 0.13
H -0.8378 -2.2065 1.3181 0.03 -0.03 0.08 0.05
H -0.8646 -1.6999 -0.4440 0.04 0.18 -0.11 0.06